The following is a quantum chemistry calculation of a molecular structure, C38H47BInN9S3, from OMol25.

Structure (XYZ):
```
99
Properties=species:S:1:pos:R:3:forces:R:3:lowdin_charge:R:1
In -0.482602 0.691335 2.965888 -0.2 0.2 -0.1 0.35
C 3.625016 -2.879867 1.215316 0.0 0.0 0.0 -0.05
C 2.877570 -2.207715 0.110988 0.0 0.0 0.1 -0.23
C 3.058658 -2.526091 -1.194398 0.0 0.0 0.0 0.09
C 2.338334 -1.862934 -2.229373 0.0 0.0 0.0 -0.19
N 1.484820 -0.923992 -1.943365 0.0 0.0 0.0 0.20
N 1.296858 -0.617157 -0.638767 0.0 0.1 0.0 0.03
B 0.238241 0.439947 -0.427952 0.0 -0.2 0.0 -0.66
N 0.723942 1.749407 0.161884 0.0 -0.1 0.0 0.08
N 0.531795 1.780106 -1.166375 0.0 0.0 0.0 0.24
C 0.742497 2.829542 -1.906356 0.0 0.0 0.0 -0.10
C 1.289100 3.944771 -1.206350 0.0 0.0 0.0 0.11
C 1.507208 3.934527 0.140940 0.0 0.0 0.0 -0.19
C 2.079519 5.110077 0.856442 0.0 0.0 0.0 -0.04
C 1.132694 2.761069 0.911268 0.0 0.1 -0.1 -0.64
S 1.128332 2.733199 2.600353 0.0 0.0 0.0 0.77
C 0.457605 2.782769 -3.385474 0.1 0.0 0.0 -0.52
C 1.808993 2.559249 -4.088754 0.0 0.0 0.0 -0.01
C -0.156697 4.112963 -3.835458 0.0 0.0 0.0 -0.02
C -0.503590 1.633318 -3.696305 0.0 0.0 0.0 -0.02
N -1.180892 -0.104651 -0.337633 0.1 0.1 0.0 0.06
N -1.241953 -1.300763 -0.964272 0.0 0.0 0.0 0.21
C -2.402679 -1.867789 -1.114561 0.0 0.0 0.0 -0.19
C -3.588070 -1.217674 -0.686824 0.0 0.0 0.0 0.09
C -3.533661 -0.025299 -0.035979 0.0 0.0 0.0 -0.24
C -4.753850 0.645410 0.504703 0.0 0.0 0.0 -0.04
C -2.242942 0.527453 0.193532 0.0 0.0 0.0 -0.59
S -2.032474 1.913454 1.191105 0.0 0.0 0.0 0.78
C -2.447916 -3.239877 -1.754576 0.0 0.0 0.0 -0.54
C -3.254481 -3.143683 -3.057690 0.0 0.0 0.0 -0.02
C -3.132729 -4.205199 -0.775143 0.0 0.0 0.0 -0.03
C -1.037255 -3.736478 -2.062534 0.0 0.0 0.0 -0.05
C 1.918930 -1.180145 0.402257 0.0 -0.1 -0.1 -0.54
S 1.671863 -0.668055 2.009474 0.1 -0.1 0.1 0.78
C 2.575455 -2.225115 -3.684924 0.0 0.0 0.0 -0.54
C 1.580050 -1.519826 -4.602187 0.0 0.0 0.0 -0.04
C 2.424414 -3.744142 -3.858382 0.0 0.0 0.0 -0.02
C 4.004963 -1.800870 -4.052556 0.0 0.0 0.0 -0.02
H 4.307008 -3.626371 0.815004 0.0 0.0 0.0 0.09
H 2.931615 -3.364820 1.903877 0.0 0.0 0.0 0.09
H 4.193449 -2.150874 1.794156 0.0 0.0 0.0 0.09
H 3.769025 -3.297717 -1.459077 0.0 0.0 0.0 0.13
H 1.531242 4.834814 -1.770097 0.0 0.0 0.0 0.14
H 2.359945 5.896669 0.160994 0.0 0.0 0.0 0.10
H 2.954704 4.811110 1.435772 0.0 0.0 0.0 0.10
H 1.353078 5.502753 1.570396 0.0 0.0 0.0 0.10
H 2.501470 3.380286 -3.897244 0.0 0.0 0.0 0.10
H 1.646034 2.500471 -5.164961 0.0 0.0 0.0 0.10
H 2.271459 1.628222 -3.756728 0.0 0.0 0.0 0.07
H 0.525544 4.953213 -3.707197 0.0 0.0 0.0 0.08
H -1.082444 4.328130 -3.299471 0.0 0.0 0.0 0.10
H -0.390946 4.048705 -4.897599 0.0 0.0 0.0 0.10
H -0.087595 0.667445 -3.408313 0.0 0.0 0.0 0.06
H -0.693302 1.612238 -4.769124 0.0 0.0 0.0 0.10
H -1.461550 1.776665 -3.190339 0.0 0.0 0.0 0.10
H -4.544164 -1.697941 -0.846586 0.0 0.0 0.0 0.14
H -5.651047 0.136965 0.159696 0.0 0.0 0.0 0.09
H -4.796674 1.691990 0.203551 0.0 0.0 0.0 0.09
H -4.733639 0.622499 1.595662 0.0 0.0 0.0 0.09
H -4.274314 -2.797225 -2.884076 0.0 0.0 0.0 0.08
H -3.317351 -4.128874 -3.519996 0.0 0.0 0.0 0.10
H -2.775963 -2.464902 -3.766551 0.0 0.0 0.0 0.09
H -4.173875 -3.936492 -0.592866 0.0 0.0 0.0 0.09
H -2.615598 -4.223072 0.185215 0.0 0.0 0.0 0.09
H -3.123250 -5.210477 -1.196677 0.0 0.0 0.0 0.10
H -0.524256 -3.060350 -2.748014 0.0 0.0 0.0 0.06
H -1.100230 -4.721423 -2.526047 0.0 0.0 0.0 0.10
H -0.438309 -3.820473 -1.153798 0.0 0.0 0.0 0.09
H 0.549293 -1.764350 -4.337578 0.0 0.0 0.0 0.08
H 1.755043 -1.841085 -5.628955 0.0 0.0 0.0 0.10
H 1.693683 -0.437308 -4.563018 0.0 0.0 0.0 0.06
H 1.425757 -4.076564 -3.573005 0.0 0.0 0.0 0.08
H 3.154113 -4.307039 -3.275923 0.0 0.0 0.0 0.08
H 2.580234 -4.001296 -4.906025 0.0 0.0 0.0 0.10
H 4.134539 -0.722471 -3.941047 0.0 0.0 0.0 0.09
H 4.208637 -2.062073 -5.091147 0.0 0.0 0.0 0.10
H 4.752126 -2.300443 -3.433830 0.0 0.0 0.0 0.09
C -2.320231 4.226057 5.262808 0.0 0.0 0.0 -0.01
C -1.900485 4.000170 6.562407 0.0 0.0 0.0 0.00
C -1.199851 2.840634 6.852817 0.0 0.0 0.0 0.02
C -0.942075 1.932704 5.837296 0.0 0.0 0.0 -0.18
N -1.336152 2.168375 4.576379 0.1 -0.3 0.1 0.02
C -2.006788 3.286184 4.299789 0.0 0.1 -0.1 -0.12
C -0.242584 0.638609 6.088415 0.0 0.1 -0.1 -0.18
C -0.043600 0.140484 7.364977 0.0 0.0 0.0 0.02
C 0.555273 -1.098564 7.526966 0.0 0.0 0.0 0.00
C 0.922575 -1.821915 6.405501 0.0 0.0 0.0 0.00
C 0.690139 -1.268163 5.162446 0.0 0.0 0.0 -0.11
N 0.140644 -0.058778 5.007343 0.0 0.0 0.2 0.02
H -2.873426 5.113503 4.992446 0.0 0.0 0.0 0.12
H -2.114192 4.715940 7.344440 0.0 0.0 0.0 0.13
H -0.856621 2.660313 7.859531 0.0 0.0 0.0 0.12
H -2.308874 3.429432 3.270633 0.0 0.0 0.0 0.07
H -0.372285 0.691900 8.231838 0.0 0.0 0.0 0.12
H 0.713780 -1.498102 8.519340 0.0 0.0 0.0 0.13
H 1.370689 -2.801461 6.483259 0.0 0.0 0.0 0.13
H 0.942487 -1.800061 4.255398 0.0 0.0 0.0 0.07
N -2.413911 -1.946607 2.348154 0.0 0.0 0.0 0.07
C -1.723067 -1.080465 2.670820 0.0 0.1 0.1 -0.29
```
Positions in Å, forces in eV/Å.

Summary:
E: -91926.6276 eV
HOMO level: -13.52 eV
Maximum force: 0.33 eV/A
Total charge: +2

The following is a quantum chemistry calculation of 3 unconnected molecules or ions with the total composition C2H11NO2S2, from OMol25.

Structure (XYZ):
```
18
Properties=species:S:1:pos:R:3:forces:R:3:lowdin_charge:R:1
N -1.936767 -0.494332 1.868814 -0.1 -0.3 -0.7 -0.02
C -1.935833 -1.500835 0.767809 2.0 0.1 1.7 -0.30
C -0.441072 -1.693669 0.373636 -0.7 2.3 0.1 -0.57
S -0.039840 -1.851564 -1.351471 0.3 -0.7 -1.1 0.46
S -0.910853 -0.368790 -2.611896 0.0 -0.6 -0.2 0.32
H -2.862676 -0.453453 2.266521 -0.1 0.2 0.1 0.06
H -1.702466 0.423051 1.526055 0.0 0.3 -0.1 0.05
H -2.222660 -2.359629 1.362056 -0.8 -0.7 -1.0 0.11
H -2.456175 -1.226742 -0.140952 -0.7 -0.3 0.1 0.08
H -0.008460 -0.718820 0.613531 0.3 -0.2 0.5 0.05
H 0.157866 -2.439665 0.890889 -0.3 -0.2 0.0 0.08
H -1.424819 0.612419 -1.881876 0.1 0.1 0.8 -0.21
H 3.249466 2.810715 -0.328865 0.3 0.1 0.3 0.01
H 3.514858 2.514822 1.104312 -0.1 -0.7 0.9 0.01
O 3.687435 3.178535 0.458702 -0.2 0.5 -1.2 -0.06
H 1.402592 0.602856 -1.284137 -0.3 -0.4 0.0 -0.04
H 1.776940 1.826279 -2.097453 0.0 -0.1 -0.1 0.04
O 2.152469 1.138822 -1.535681 0.4 0.6 0.0 -0.06
```
Positions in Å, forces in eV/Å.

Summary:
SMILES: NCCSS.O.O
E: -29506.9658 eV
HOMO level: -8.67 eV
Maximum force: 2.65 eV/A
Total charge: 0

The following is a quantum chemistry calculation of a gas-phase ion, C3FO2 (charge +2), from OMol25.

Structure (XYZ):
```
6
Properties=species:S:1:pos:R:3:forces:R:3:lowdin_spin:R:1
C 1.872561 1.220768 -0.606386 1.2 0.9 -0.5 0.05
O 1.076159 0.492072 -0.140939 -0.2 -0.3 0.4 0.08
C 0.118816 -0.387403 0.268852 -0.9 1.8 7.2 0.53
C -1.242561 -0.252939 -0.073429 -0.7 -2.8 -8.7 -0.01
F -0.290766 -0.293807 1.599414 3.7 -0.8 -0.2 0.16
O -1.534209 -0.778691 -1.047511 -3.1 1.3 1.8 0.19
```
Positions in Å, forces in eV/Å.

Summary:
2S+1: 2
E: -9889.4820 eV
HOMO level (spin up / spin down): -25.09 / -26.71 eV
Maximum force: 9.14 eV/A
Total charge: +2

total charge of number 2 (C2H11NO2S2)?
0

What is the formula in the first record?
C38H47BInN9S3

Which of these has the highest maximum force?
C3FO2